Formula: C26H34F16N2O8S2
Source: OMol25
Level of theory: ωB97M-V/def2-TZVPD

Bonds (Å) are listed after each position.
Atoms and positions in Å:
1 F -4.976 15.631 22.043  C2 1.358
2 C -4.929 14.307 21.745  F1 1.358, F3 1.364, C4 1.522, H15 1.091
3 F -5.722 13.657 22.644  C2 1.364
4 C -5.453 14.119 20.329  C2 1.522, F5 1.359, F6 1.373, C7 1.521
5 F -6.752 14.513 20.259  C4 1.359
6 F -5.407 12.771 20.071  C4 1.373
7 C -4.717 14.859 19.224  C4 1.521, O8 1.405, H16 1.094, H17 1.091
8 O -3.323 14.744 19.353  C7 1.405, C9 1.355
9 C -2.665 15.787 18.792  O8 1.355, F10 1.348, F11 1.358, C12 1.516
10 F -3.127 16.065 17.556  C9 1.348
11 F -2.861 16.893 19.555  C9 1.358
12 C -1.179 15.489 18.743  C9 1.516, F13 1.372, F14 1.354, H18 1.088
13 F -0.946 14.705 17.641  C12 1.372
14 F -0.451 16.625 18.632  C12 1.354
15 H -3.907 13.966 21.914  C2 1.091
16 H -5.043 15.900 19.301  C7 1.094
17 H -5.083 14.446 18.284  C7 1.091
18 H -0.755 14.970 19.600  C12 1.088
19 F -2.953 9.239 17.307  C20 1.359
20 C -2.976 10.340 18.104  F19 1.359, F21 1.339, C22 1.531, H33 1.098
21 F -2.832 9.984 19.387  C20 1.339
22 C -1.882 11.330 17.696  C20 1.531, F23 1.354, F24 1.361, C25 1.498
23 F -1.859 12.301 18.640  C22 1.354
24 F -2.269 11.926 16.535  C22 1.361
25 C -0.562 10.656 17.476  C22 1.498, O26 1.420, H34 1.091, H35 1.083
26 O 0.406 11.623 17.099  C25 1.420, C27 1.347
27 C 1.566 11.670 17.782  O26 1.347, F28 1.379, F29 1.317, C30 1.538
28 F 2.239 10.476 17.626  C27 1.379
29 F 2.288 12.614 17.214  C27 1.317
30 C 1.463 12.049 19.269  C27 1.538, F31 1.344, F32 1.356, H36 1.101
31 F 0.577 11.314 19.962  C30 1.344
32 F 2.685 11.988 19.853  C30 1.356
33 H -3.959 10.810 17.976  C20 1.098
34 H -0.732 10.041 16.592  C25 1.091
35 H -0.243 10.050 18.315  C25 1.083
36 H 1.165 13.109 19.279  C30 1.101
37 C 0.647 19.027 15.989  C38 1.513, H44 1.088, H45 1.091, H46 1.090
38 C 0.768 17.681 16.669  C37 1.513, O39 1.446, H47 1.087, H48 1.093
39 O 1.853 16.969 16.030  C38 1.446, S40 1.570
40 S 2.003 15.453 16.408  O39 1.570, C41 1.761, O42 1.407, O43 1.425
41 C 0.682 14.728 15.496  S40 1.761, H49 1.084, H50 1.088, H51 1.088
42 O 3.233 15.020 15.880  S40 1.407
43 O 1.709 15.342 17.798  S40 1.425
44 H 1.564 19.608 16.062  C37 1.088
45 H -0.168 19.578 16.458  C37 1.091
46 H 0.362 18.875 14.948  C37 1.090
47 H 0.963 17.742 17.736  C38 1.087
48 H -0.145 17.118 16.459  C38 1.093
49 H 0.988 13.719 15.244  C41 1.084
50 H 0.433 15.303 14.607  C41 1.088
51 H -0.224 14.770 16.097  C41 1.088
52 C -4.672 15.506 11.050  C53 1.522, H59 1.094, H60 1.086, H61 1.084
53 C -4.753 15.515 12.570  C52 1.522, O54 1.443, H62 1.095, H63 1.088
54 O -3.632 16.246 13.108  C53 1.443, S55 1.583
55 S -3.164 15.926 14.587  O54 1.583, C56 1.760, O57 1.422, O58 1.416
56 C -4.350 16.824 15.529  S55 1.760, H64 1.083, H65 1.091, H66 1.087
57 O -3.310 14.536 14.848  S55 1.422
58 O -1.905 16.558 14.730  S55 1.416
59 H -5.328 14.690 10.731  C52 1.094
60 H -3.679 15.222 10.713  C52 1.086
61 H -5.040 16.434 10.628  C52 1.084
62 H -5.686 15.998 12.878  C53 1.095
63 H -4.782 14.493 12.943  C53 1.088
64 H -4.351 17.860 15.213  C56 1.083
65 H -4.031 16.743 16.568  C56 1.091
66 H -5.304 16.310 15.452  C56 1.087
67 C -1.347 15.103 24.791  C68 1.379, C72 1.383, H73 1.084
68 C -2.038 16.015 24.022  C67 1.379, C69 1.384, H74 1.083
69 C -1.985 15.896 22.644  C68 1.384, N70 1.317, H75 1.084
70 N -1.294 14.955 22.034  C69 1.317, C71 1.333
71 C -0.635 14.076 22.788  N70 1.333, C72 1.376, H76 1.082
72 C -0.612 14.114 24.163  C67 1.383, C71 1.376, H77 1.081
73 H -1.425 15.120 25.873  C67 1.084
74 H -2.772 16.693 24.440  C68 1.083
75 H -2.408 16.688 22.036  C69 1.084
76 H -0.065 13.333 22.246  C71 1.082
77 H 0.014 13.434 24.722  C72 1.081
78 C -7.927 17.263 21.079  C79 1.378, C83 1.386, H84 1.084
79 C -6.997 17.580 22.045  C78 1.378, C80 1.391, H85 1.082
80 C -6.155 18.666 21.826  C79 1.391, N81 1.316, H86 1.084
81 N -6.202 19.411 20.742  C80 1.316, C82 1.315
82 C -7.091 19.104 19.824  N81 1.315, C83 1.388, H87 1.085
83 C -7.984 18.047 19.937  C78 1.386, C82 1.388, H88 1.082
84 H -8.590 16.409 21.163  C78 1.084
85 H -6.925 17.114 23.019  C79 1.082
86 H -5.500 19.056 22.597  C80 1.084
87 H -7.162 19.786 18.983  C82 1.085
88 H -8.788 17.950 19.219  C83 1.082

Spin multiplicity: 1
ΔE to the lowest compared entry with this formula, charge and spin, eV: 0.000
Molecular weight, Da: 870.666
Energy, Eh: -4116.737542
Frontier orbital gap, hartree: 0.37133

The molecule's Löwdin atomic charges, reported in e, are given here: number 1, F, carries 0.074; number 2, C, carries -0.274; number 3, F, carries 0.091; number 4, C, carries -0.421; number 5, F, carries 0.118; number 6, F, carries 0.105; number 7, C, carries -0.053; number 8, O, carries 0.057; number 9, C, carries -0.517; number 10, F, carries 0.086; number 11, F, carries 0.146; number 12, C, carries -0.235; number 13, F, carries 0.034; number 14, F, carries 0.062; number 15, H, carries 0.160; number 16, H, carries 0.150; number 17, H, carries 0.158; number 18, H, carries 0.151; number 19, F, carries 0.089; number 20, C, carries -0.307; number 21, F, carries 0.111; number 22, C, carries -0.450; number 23, F, carries 0.121; number 24, F, carries 0.122; number 25, C, carries -0.046; number 26, O, carries 0.066; number 27, C, carries -0.561; number 28, F, carries 0.130; number 29, F, carries 0.166; number 30, C, carries -0.282; number 31, F, carries 0.097; number 32, F, carries 0.104; number 33, H, carries 0.173; number 34, H, carries 0.156; number 35, H, carries 0.148; number 36, H, carries 0.163; number 37, C, carries -0.050; number 38, C, carries -0.265; number 39, O, carries -0.238; number 40, S, carries 0.551; number 41, C, carries -0.107; number 42, O, carries -0.245; number 43, O, carries -0.276; number 44, H, carries 0.081; number 45, H, carries 0.082; number 46, H, carries 0.081; number 47, H, carries 0.112; number 48, H, carries 0.087; number 49, H, carries 0.071; number 50, H, carries 0.075; number 51, H, carries 0.034; number 52, C, carries -0.059; number 53, C, carries -0.263; number 54, O, carries -0.243; number 55, S, carries 0.550; number 56, C, carries -0.105; number 57, O, carries -0.264; number 58, O, carries -0.255; number 59, H, carries 0.082; number 60, H, carries 0.085; number 61, H, carries 0.076; number 62, H, carries 0.119; number 63, H, carries 0.111; number 64, H, carries 0.084; number 65, H, carries 0.032; number 66, H, carries 0.077; number 67, C, carries -0.070; number 68, C, carries -0.061; number 69, C, carries -0.171; number 70, N, carries 0.066; number 71, C, carries -0.136; number 72, C, carries -0.063; number 73, H, carries 0.110; number 74, H, carries 0.108; number 75, H, carries 0.103; number 76, H, carries 0.102; number 77, H, carries 0.107; number 78, C, carries -0.088; number 79, C, carries -0.086; number 80, C, carries -0.161; number 81, N, carries 0.053; number 82, C, carries -0.171; number 83, C, carries -0.072; number 84, H, carries 0.108; number 85, H, carries 0.105; number 86, H, carries 0.106; number 87, H, carries 0.102; number 88, H, carries 0.101